# 1
C3H6N2 | ωB97M-V/def2-TZVPD

SMILES: C=NN1CC1
E_HOMO: -0.3377 hartree
orbital gap: 10.2 eV
calculated total energy: -227.24811 Eh
energy above the lowest of the compared OMol25 structures with the same formula, charge and spin: 110.9 kcal/mol

Last columns: bonded neighbours and bond lengths (Å).
Atoms and positions in Å:
1 C 1.8244 0.0970 -0.0055  N2 1.320, H6 1.173, H7 1.208
2 N 0.9848 -0.8485 -0.3845  C1 1.320, N3 1.441
3 N -0.3507 -0.4803 -0.7812  N2 1.441, C4 1.401, C5 1.488
4 C -1.2455 -0.6816 0.2778  N3 1.401, C5 1.469, H8 1.152, H9 1.229
5 C -0.9689 0.7036 -0.1245  N3 1.488, C4 1.469, H10 1.220, H11 1.219
6 H 1.9406 1.2450 -0.2190  C1 1.173
7 H 2.7972 -0.3604 0.5456  C1 1.208
8 H -0.6758 -1.3071 1.0597  C4 1.152
9 H -2.3010 -1.1743 -0.1141  C4 1.229
10 H -1.8166 1.3629 -0.7028  C5 1.220
11 H -0.1884 1.4438 0.4483  C5 1.219

***

# 2
C3H6N2 | ωB97M-V/def2-TZVPD

E_HOMO: -0.2813 hartree
orbital gap: 7.5 eV
calculated total energy: -227.27291 Eh
energy above the lowest of the compared OMol25 structures with the same formula, charge and spin: 95.3 kcal/mol

Last columns: bonded neighbours and bond lengths (Å).
Atoms and positions in Å:
1 C 0.7370 0.1747 -0.9689  C2 1.436, H8 1.081, H9 1.081
2 C 1.0010 -0.5047 0.2689  C1 1.436, C4 1.695, H10 1.086, H11 1.086
3 N -1.1467 0.4992 -0.1395  C4 1.497, H6 1.023, H7 1.023
4 C -0.5170 -0.2644 0.9832  C2 1.695, N3 1.497, N5 1.194
5 N -0.9973 -0.5733 2.0319  C4 1.194
6 H -1.9819 0.0199 -0.4849  N3 1.023
7 H -1.4507 1.4248 0.1728  N3 1.023
8 H 1.0315 1.2037 -1.1233  C1 1.081
9 H 0.4380 -0.3644 -1.8574  C1 1.081
10 H 1.1514 -1.5781 0.1981  C2 1.086
11 H 1.7347 -0.0374 0.9193  C2 1.086

***

# 3
C3H6N2 | ωB97M-V/def2-TZVPD

SMILES: [H]/N=C\N1CC1
E_HOMO: -0.3465 hartree
orbital gap: 10.5 eV
calculated total energy: -227.34112 Eh
energy above the lowest of the compared OMol25 structures with the same formula, charge and spin: 52.5 kcal/mol

Last columns: bonded neighbours and bond lengths (Å).
Atoms and positions in Å:
1 H -0.2626 2.4852 -0.9612  N2 1.034
2 N 0.2374 1.8645 -1.6203  H1 1.034, C3 1.267
3 C 0.3548 0.7209 -1.0887  N2 1.267, N4 1.434, H7 1.101
4 N -0.3574 0.2312 0.0553  C3 1.434, C5 1.440, C6 1.403
5 C 0.0703 -0.3176 1.3162  N4 1.440, C6 1.440, H8 1.094, H9 1.125
6 C -0.3843 -1.1589 0.2401  N4 1.403, C5 1.440, H10 1.080, H11 1.127
7 H 0.8229 -0.1287 -1.6087  C3 1.101
8 H -0.5530 -0.0717 2.1814  C5 1.094
9 H 1.1658 -0.3144 1.5731  C5 1.125
10 H 0.3250 -1.7059 -0.3634  C6 1.080
11 H -1.4188 -1.6045 0.2764  C6 1.127

***

# 4
C3H6N2 | ωB97M-V/def2-TZVPD

SMILES: C1=NNCC1
E_HOMO: -0.2844 hartree
orbital gap: 8.9 eV
calculated total energy: -227.33526 Eh
energy above the lowest of the compared OMol25 structures with the same formula, charge and spin: 56.2 kcal/mol

Last columns: bonded neighbours and bond lengths (Å).
Atoms and positions in Å:
1 C 1.1911 0.7154 0.0093  N2 1.273, C5 1.602, H6 1.115
2 N 1.5407 -0.5061 -0.0751  C1 1.273, N3 1.335
3 N 0.3973 -1.1918 -0.0015  N2 1.335, C4 1.482, H7 1.040
4 C -0.8944 -0.4675 -0.0438  N3 1.482, C5 1.411, H8 1.022, H9 1.147
5 C -0.4045 0.8556 -0.0257  C1 1.602, C4 1.411, H10 1.056, H11 1.105
6 H 2.0531 1.4216 0.0540  C1 1.115
7 H 0.5342 -2.2206 0.0610  N3 1.040
8 H -1.4258 -0.6491 -0.8973  C4 1.022
9 H -1.5335 -0.8868 0.8114  C4 1.147
10 H -0.6505 1.3561 0.8712  C5 1.056
11 H -0.8077 1.5733 -0.7635  C5 1.105

***

# 5
C3H6N2 | ωB97M-V/def2-TZVPD

SMILES: CNCC#N
E_HOMO: -0.3577 hartree
orbital gap: 10.5 eV
calculated total energy: -227.39362 Eh
energy above the lowest of the compared OMol25 structures with the same formula, charge and spin: 19.6 kcal/mol

Last columns: bonded neighbours and bond lengths (Å).
Atoms and positions in Å:
1 C 1.5486 -0.1859 -0.0351  N2 1.454, H6 1.094, H7 1.092, H8 1.103
2 N 0.1923 -0.5141 0.3734  C1 1.454, C3 1.451, H9 1.016
3 C -0.7972 0.2904 -0.3198  N2 1.451, C4 1.473, H10 1.105, H11 1.097
4 C -2.1599 -0.0303 0.1400  C3 1.473, N5 1.156
5 N -3.2219 -0.2628 0.5318  C4 1.156
6 H 1.6663 -0.3717 -1.1068  C1 1.094
7 H 2.2451 -0.8423 0.4913  C1 1.092
8 H 1.8317 0.8643 0.1494  C1 1.103
9 H 0.0930 -0.3923 1.3770  N2 1.016
10 H -0.6510 1.3796 -0.2090  C3 1.105
11 H -0.7470 0.0650 -1.3924  C3 1.097

***

# 6
C3H6N2 | ωB97M-V/def2-TZVPD

E_HOMO: -0.3227 hartree
orbital gap: 9.9 eV
calculated total energy: -227.25122 Eh
energy above the lowest of the compared OMol25 structures with the same formula, charge and spin: 108.9 kcal/mol

Last columns: bonded neighbours and bond lengths (Å).
Atoms and positions in Å:
1 C 1.1949 0.6879 -0.4314  C2 1.335, H6 1.106, H7 1.058
2 C 1.7801 -0.2917 0.2622  C1 1.335, H8 1.053, H9 1.076
3 C -1.2526 -1.1903 -0.0491  N5 1.172, H10 1.059
4 N -2.5672 0.7917 -0.1134  N5 1.229, H11 1.032
5 N -1.8383 -0.1817 0.0625  C3 1.172, N4 1.229
6 H 0.9804 1.7413 -0.1696  C1 1.106
7 H 1.2927 0.3819 -1.4389  C1 1.058
8 H 1.8906 -1.1786 -0.2947  C2 1.053
9 H 1.9869 -0.3372 1.3173  C2 1.076
10 H -1.2432 -2.0809 0.5244  C3 1.059
11 H -2.2243 1.6575 0.3308  N4 1.032

***

# 7
C3H6N2O | ωB97M-V/def2-TZVPD

SMILES: O=C1NCCN1
E_HOMO: -0.3536 hartree
orbital gap: 10.6 eV
calculated total energy: -302.68794 Eh
energy above the lowest of the compared OMol25 structures with the same formula, charge and spin: 3.2 kcal/mol

Last columns: bonded neighbours and bond lengths (Å).
Atoms and positions in Å:
1 O -2.2603 -0.2078 -1.2160  C2 1.216
2 C -1.1931 -0.1552 -0.6355  O1 1.216, N3 1.389, N6 1.375
3 N 0.0246 -0.6886 -1.0389  C2 1.389, C4 1.472, H7 1.017
4 C 1.0951 -0.0101 -0.2908  N3 1.472, C5 1.540, H8 1.113, H9 1.084
5 C 0.3855 0.1639 1.0651  C4 1.540, N6 1.448, H10 1.102, H11 1.099
6 N -0.9311 0.4839 0.5535  C2 1.375, C5 1.448, H12 0.994
7 H 0.0328 -0.9743 -2.0145  N3 1.017
8 H 1.3766 1.0139 -0.6249  C4 1.113
9 H 1.9796 -0.6358 -0.2538  C4 1.084
10 H 0.4166 -0.7764 1.6382  C5 1.102
11 H 0.7620 0.9683 1.7116  C5 1.099
12 H -1.6879 0.8188 1.1049  N6 0.994

***

# 8
C3H6N2O | ωB97M-V/def2-TZVPD

SMILES: NC(N)=CC=O
E_HOMO: -0.3145 hartree
orbital gap: 9.2 eV
calculated total energy: -302.60346 Eh
energy above the lowest of the compared OMol25 structures with the same formula, charge and spin: 56.2 kcal/mol

Last columns: bonded neighbours and bond lengths (Å).
Atoms and positions in Å:
1 N -1.8954 1.0067 -0.5211  C2 1.359, H7 1.064, H8 1.185
2 C -0.7835 0.2370 -0.3864  N1 1.359, N3 1.378, C4 1.353
3 N -0.6716 -0.6792 -1.4097  C2 1.378, H9 1.079, H10 1.002
4 C 0.2026 0.5147 0.4969  C2 1.353, C5 1.526, H11 1.100
5 C 1.3535 -0.4829 0.5983  C4 1.526, O6 1.249, H12 1.168
6 O 2.1389 -0.5763 1.5652  C5 1.249
7 H -2.7981 0.4558 -0.6401  N1 1.064
8 H -1.6962 2.0770 -0.0526  N1 1.185
9 H 0.0577 -1.4506 -1.2180  N3 1.079
10 H -0.8169 -0.3867 -2.3570  N3 1.002
11 H -0.0341 1.1296 1.3775  C4 1.100
12 H 1.5096 -1.1197 -0.3687  C5 1.168